Record 1
{"formula": "C7H15ClIIrNOP", "method": "ωB97M-V with the def2-TZVPD basis set", "species": ["C", "I", "H", "H", "H", "Ir", "P", "C", "C", "H", "H", "H", "C", "H", "H", "H", "H", "H", "H", "C", "O", "Cl", "C", "C", "N", "H", "H", "H"], "positions_angstrom": [[2.58, -1.72, 3.39], [3.19, 0.25, 3.57], [1.50, -1.82, 3.44], [3.08, -2.18, 4.26], [2.94, -2.17, 2.47], [-0.38, 0.19, -0.18], [-0.43, 0.66, -2.36], [0.86, 0.96, -3.59], [-1.19, -0.96, -2.74], [-2.52, 1.79, -2.20], [-1.43, 2.64, -3.34], [-1.15, 2.75, -1.55], [-1.50, 2.12, -2.38], [-2.03, -1.10, -2.06], [-1.48, -1.01, -3.79], [0.45, 0.93, -4.61], [1.69, 0.23, -3.53], [-0.44, -1.73, -2.51], [1.31, 1.97, -3.43], [1.44, 0.16, -0.53], [2.56, -0.03, -0.80], [-2.60, 0.87, 0.32], [-1.16, -0.49, 4.17], [-0.93, -0.46, 2.76], [-0.62, -0.32, 1.64], [-2.08, 0.07, 4.41], [-0.32, -0.03, 4.68], [-1.33, -1.56, 4.47]], "mulliken_spin": [-0.03, 0.97, -0.01, 0.04, 0.02, 2.07, 0.20, 0.00, 0.07, 0.01, 0.01, 0.00, 0.03, -0.04, 0.04, 0.00, 0.00, 0.00, 0.00, 0.43, 0.13, 0.88, 0.00, 0.17, -0.02, 0.00, 0.01, 0.01], "de_lowest_ev": 0.000, "fmax_ha_per_bohr": 0.114, "charge": 3, "multiplicity": 6, "total_energy_ha": -1607.9071}

---

Record 2
{"formula": "C4H12N2", "method": "ωB97M-V with the def2-TZVPD basis set", "species": ["N", "C", "C", "C", "C", "N", "H", "H", "H", "H", "H", "H", "H", "H", "H", "H", "H", "H"], "positions_angstrom": [[-0.80, -2.90, 0.36], [-0.24, -1.83, -0.33], [-0.21, -0.54, 0.06], [0.43, 0.46, -0.75], [0.03, 1.91, -0.60], [0.64, 2.36, 0.77], [-1.67, -3.33, -0.04], [0.02, -3.42, 0.80], [-1.30, -2.65, 1.31], [0.43, -2.37, -1.08], [-0.63, -0.13, 0.94], [0.33, 0.15, -1.84], [1.50, 0.48, -0.69], [0.34, 2.47, -1.42], [-1.10, 1.86, -0.42], [-0.13, 2.81, 1.12], [1.05, 1.70, 1.39], [1.30, 2.97, 0.44]], "nbo_charge": [-0.73, -0.05, -0.14, -0.50, -0.20, -0.66, 0.49, 0.49, 0.45, 0.25, 0.21, 0.29, 0.25, 0.27, 0.24, 0.45, 0.44, 0.45], "smiles": "[NH3+]/C=C/CC[NH3+]", "de_lowest_ev": 2.198, "fmax_ha_per_bohr": 0.133, "charge": 2, "multiplicity": 1, "total_energy_ha": -268.4000}

---

Record 3
{"formula": "C6H9NO2", "method": "ωB97M-V with the def2-TZVPD basis set", "species": ["C", "C", "C", "N", "C", "O", "C", "C", "O", "H", "H", "H", "H", "H", "H", "H", "H", "H"], "positions_angstrom": [[-0.25, 0.30, 2.60], [0.72, 0.31, 1.68], [1.08, 0.91, 0.10], [2.14, 0.18, -0.47], [-0.36, 0.53, -0.12], [-1.28, 1.37, -0.15], [-0.55, -0.82, -0.93], [-1.71, -0.79, -1.88], [0.20, -1.77, -0.81], [-0.04, 0.03, 3.63], [-1.30, 0.40, 2.34], [1.70, 0.08, 2.09], [1.22, 1.99, 0.02], [2.36, 0.43, -1.43], [2.04, -0.84, -0.37], [-1.60, 0.06, -2.56], [-2.64, -0.66, -1.31], [-1.75, -1.71, -2.45]], "nbo_charge": [-0.35, -0.23, -0.09, -0.85, 0.44, -0.57, 0.53, -0.72, -0.54, 0.22, 0.21, 0.21, 0.24, 0.38, 0.40, 0.24, 0.25, 0.23], "smiles": "C=C[C@@H](N)C(=O)C(C)=O", "de_lowest_ev": 3.256, "fmax_ha_per_bohr": 0.095, "multiplicity": 1, "total_energy_ha": -439.1567}